C42H60F5I2N2O3S2W | ωB97M-V/def2-TZVPD

Calculated values
- E_tot (hartree) = -3928.77860
- total charge = +3
- max |F| (eV/Å) = 4.48
- lowest unoccupied orbital energy (alpha / beta) (eV) = -10.66 / -10.66
- spin multiplicity = 1
- energy relative to the best compared isomer or geometry (same formula, charge and spin) (kJ/mol) = 180.1

Last column: Löwdin charge in e.
Geometry (Å):
W  13.136  13.648  9.226  1.752
I  19.185  6.716  9.170  0.080
I  19.549  9.247  8.495  -0.032
S  13.110  15.753  8.010  0.842
S  15.224  12.203  7.034  1.069
F  17.996  16.949  7.657  0.206
F  16.033  15.321  7.273  0.007
F  15.138  20.235  9.487  0.144
F  13.044  18.534  9.135  0.106
F  17.610  19.445  8.666  0.198
O  12.743  12.119  10.188  -0.226
O  13.782  12.485  7.817  -0.672
O  14.654  14.340  10.022  -0.226
N  12.206  14.615  11.042  -0.246
N  11.007  13.538  8.556  -0.338
C  16.428  16.607  14.991  -0.489
C  14.479  16.851  8.247  -0.433
C  10.097  10.574  12.984  -0.087
C  12.449  7.660  11.048  0.001
C  16.322  14.545  11.712  -0.032
C  11.891  11.555  11.073  -0.232
C  15.142  14.926  11.138  -0.237
C  15.286  19.010  8.914  -0.091
C  16.595  18.639  8.486  -0.073
C  17.048  15.489  15.833  -0.025
C  14.278  18.151  8.761  -0.223
C  11.490  12.398  12.144  -0.172
C  16.640  15.172  12.959  0.045
C  7.712  10.892  13.603  -0.009
C  10.542  11.944  13.014  0.055
C  9.043  10.202  13.962  -0.571
C  10.495  14.404  7.417  -0.088
C  14.287  15.791  11.815  -0.163
C  9.512  10.586  15.322  -0.054
C  15.242  17.213  15.783  -0.053
C  13.823  9.526  9.957  -0.038
C  14.696  16.373  12.968  0.060
C  15.423  10.448  6.897  -0.207
C  12.382  9.095  10.322  -0.495
C  18.510  13.241  11.971  -0.052
C  8.793  8.682  13.934  -0.037
C  14.774  12.584  5.341  -0.189
C  11.722  10.175  11.145  -0.081
C  10.766  14.969  10.647  -0.097
C  10.757  9.745  12.046  0.079
C  12.894  15.894  11.374  -0.127
C  15.895  16.051  13.636  -0.121
C  17.288  13.503  11.092  -0.516
C  15.723  16.590  7.808  -0.196
C  17.758  13.996  9.721  -0.024
C  10.150  13.892  9.754  -0.114
C  17.425  17.781  14.572  0.008
C  16.811  17.386  7.884  -0.175
C  16.633  12.102  10.981  -0.033
C  12.047  13.730  12.267  -0.074
C  11.603  9.009  9.077  -0.038
C  10.801  12.130  8.105  -0.055
H  7.475  10.725  12.580  0.078
H  15.719  12.063  10.436  0.027
H  15.571  12.561  4.607  0.096
H  10.569  15.470  7.670  0.068
H  9.941  11.984  7.448  0.133
H  17.243  15.929  16.824  0.110
H  17.763  18.288  15.489  0.104
H  8.225  8.481  13.047  0.088
H  15.574  17.756  16.679  0.103
H  7.772  11.916  13.828  0.069
H  14.508  9.757  10.792  0.108
H  9.455  14.260  7.243  0.103
H  12.761  16.477  10.440  0.084
H  11.068  14.215  6.534  0.086
H  12.101  8.335  8.386  0.112
H  10.751  11.424  8.945  0.073
H  11.505  7.162  11.097  0.072
H  10.919  15.919  10.206  0.105
H  17.077  18.467  13.849  0.072
H  10.566  8.779  9.099  0.106
H  10.066  14.989  11.491  0.156
H  14.589  16.449  16.112  0.071
H  10.195  12.618  13.777  0.120
H  12.247  16.248  12.195  0.159
H  13.155  13.685  12.557  0.174
H  11.680  11.885  7.546  0.064
H  16.945  13.874  8.915  0.065
H  10.539  8.707  12.172  0.099
H  14.291  8.774  9.361  0.079
H  15.881  10.098  7.829  0.058
H  18.241  17.251  14.133  0.068
H  14.045  17.113  13.425  0.130
H  16.411  14.623  15.911  0.091
H  6.831  10.429  14.081  0.115
H  10.507  10.164  15.516  0.105
H  12.957  7.760  12.048  0.115
H  17.632  14.995  13.296  0.101
H  18.576  13.346  9.314  0.112
H  9.682  11.696  15.592  0.112
H  9.179  14.312  9.373  0.164
H  14.596  9.927  6.476  0.080
H  18.322  12.900  12.982  0.101
H  16.249  10.453  6.142  0.104
H  8.787  10.305  16.084  0.103
H  13.865  12.002  5.097  0.093
H  9.661  7.982  14.045  0.116
H  19.270  14.027  11.964  0.112
H  16.320  11.869  12.025  0.112
H  14.431  13.638  5.447  0.069
H  17.409  11.351  10.679  0.092
H  8.126  8.378  14.682  0.076
H  9.975  12.965  10.277  0.115
H  13.110  6.984  10.442  0.105
H  13.919  10.416  9.316  0.039
H  14.544  17.873  15.278  0.072
H  18.038  15.032  9.886  0.094
H  11.427  14.291  13.039  0.170
H  17.959  15.178  15.327  0.078
H  18.941  12.364  11.574  0.069
H  11.595  10.005  8.672  0.038

Atoms 1-3, force components in eV/Å:
W 1.9673 1.6763 0.3535
I -0.0459 -0.0651 0.0223
I -0.0571 0.1512 -0.0307